{"formula": "C18H32N5NdO9PS", "method": "ωB97M-V with the def2-TZVPD basis set", "e_above_lowest_ev": 0.0000, "lumo_energy_ha": [-0.0737, -0.0737], "multiplicity": 4, "homo_ev": [-11.333, -11.336], "total_charge": 1, "s_squared": 3.753, "species": ["Nd", "C", "C", "C", "C", "C", "C", "C", "S", "O", "O", "N", "C", "C", "O", "O", "H", "H", "H", "H", "H", "H", "H", "H", "H", "N", "C", "C", "C", "C", "N", "C", "N", "N", "C", "O", "O", "H", "H", "H", "H", "H", "H", "H", "H", "H", "H", "H", "H", "H", "H", "C", "O", "P", "O", "C", "O", "C", "H", "H", "H", "H", "H", "H", "H", "H", "H"], "xyz": [[-0.8043, -1.1032, 0.6832], [5.1020, 0.0217, -4.8383], [4.3407, -0.2018, -3.5593], [2.9491, -0.2766, -3.5527], [2.2478, -0.4668, -2.3752], [2.9513, -0.5872, -1.1831], [4.3380, -0.5215, -1.1584], [5.0193, -0.3268, -2.3498], [2.0988, -0.8217, 0.3305], [3.0098, -0.5194, 1.4108], [0.9665, 0.1704, 0.2374], [1.4569, -2.2531, 0.3168], [1.5659, -3.0377, 1.5954], [0.2641, -2.5912, 2.2415], [-0.8046, -3.1364, 1.8756], [0.2332, -1.4044, 2.7113], [4.4391, 0.0482, -5.7016], [5.8347, -0.7705, -4.9976], [5.6471, 0.9666, -4.8060], [2.4063, -0.1722, -4.4843], [1.1654, -0.4915, -2.3911], [4.8697, -0.6146, -0.2211], [6.1016, -0.2663, -2.3386], [2.4396, -2.7459, 2.1721], [1.5676, -4.0988, 1.3725], [-1.0699, 2.8011, -1.7254], [-1.0980, 2.6286, -0.2826], [-1.8040, 3.7816, 0.4615], [-1.9733, 3.7020, 1.9857], [-0.7367, 4.0235, 2.8533], [0.5903, 3.6222, 2.3584], [1.2245, 2.4788, 2.6184], [0.6348, 1.5190, 3.3210], [2.4970, 2.3275, 2.2384], [-1.5949, 1.2445, 0.0715], [-1.6906, 0.9050, 1.2929], [-1.7754, 0.3854, -0.8355], [-1.1592, 3.7732, -1.9886], [-1.8057, 2.2705, -2.1735], [-0.0614, 2.5981, 0.0697], [-2.7872, 3.9046, 0.0006], [-1.2514, 4.6954, 0.2133], [-2.3730, 2.7329, 2.2637], [-2.7289, 4.4358, 2.2739], [-0.8463, 3.6009, 3.8527], [-0.6626, 5.0995, 3.0035], [1.0621, 4.2637, 1.7438], [-0.3721, 1.4898, 3.3141], [1.0807, 0.6125, 3.4002], [2.9496, 3.0445, 1.6990], [2.9030, 1.4022, 2.2044], [-5.2201, -3.6791, -1.5088], [-4.0176, -3.4265, -0.7539], [-3.3439, -1.9673, -0.8161], [-1.7451, -2.4013, -1.0721], [-1.3351, -3.8084, -1.1249], [-3.1049, -1.7147, 0.8290], [-4.1967, -1.8482, 1.7544], [-5.9886, -4.0104, -0.8157], [-5.0174, -4.4640, -2.2329], [-5.5540, -2.7787, -2.0268], [-0.2659, -3.7913, -1.3103], [-1.8607, -4.2919, -1.9419], [-1.5500, -4.2986, -0.1821], [-3.7604, -2.1048, 2.7152], [-4.8582, -2.6508, 1.4374], [-4.7383, -0.9064, 1.8249]], "atomic_forces_ev_per_a": [[-0.97, -0.50, -0.25], [-0.01, -0.01, 0.02], [0.01, 0.01, -0.05], [0.02, 0.01, -0.04], [0.02, 0.04, 0.06], [0.10, -0.06, -0.10], [-0.02, -0.01, -0.14], [0.06, 0.00, 0.06], [0.25, 0.16, -0.46], [0.16, 0.06, 0.30], [1.55, 0.52, -0.19], [0.36, -0.03, 0.62], [-0.02, 0.34, -0.27], [0.61, -0.74, 0.98], [0.26, -0.60, 0.41], [0.52, -0.18, 0.94], [-0.02, -0.01, 0.03], [-0.01, 0.00, 0.01], [0.00, -0.01, 0.02], [0.00, -0.01, 0.02], [0.00, -0.01, 0.05], [-0.01, 0.00, -0.02], [-0.02, -0.01, 0.00], [0.03, -0.06, 0.05], [0.01, -0.02, -0.07], [-0.05, 0.06, 0.04], [0.14, 0.16, 0.09], [-0.05, 0.06, 0.01], [0.18, -0.05, 0.05], [0.13, 0.09, -0.02], [-0.26, -0.10, -0.18], [0.31, 0.04, -0.04], [-0.15, -0.15, 0.00], [-0.18, 0.12, 0.04], [-0.45, 0.66, -0.44], [-0.08, 0.90, 0.31], [-0.27, 0.83, -0.32], [-0.01, 0.01, 0.01], [0.02, -0.03, -0.01], [0.07, -0.10, 0.03], [-0.05, -0.02, 0.09], [-0.02, 0.01, -0.05], [-0.02, -0.03, -0.03], [0.03, 0.02, 0.01], [-0.07, -0.01, -0.01], [-0.01, 0.05, -0.07], [0.01, 0.03, 0.03], [-0.07, -0.05, -0.03], [-0.01, -0.02, -0.08], [0.01, 0.01, 0.04], [-0.03, -0.22, -0.14], [0.04, 0.00, 0.03], [-0.09, -0.05, -0.02], [-0.53, -0.25, -0.36], [-0.66, -0.51, -0.42], [-0.09, 0.13, -0.10], [-0.72, -0.51, -0.56], [0.06, 0.08, 0.05], [-0.02, 0.00, 0.01], [0.02, 0.00, 0.00], [0.01, -0.01, 0.00], [0.04, 0.02, 0.00], [0.03, -0.04, -0.03], [-0.01, -0.02, 0.05], [0.00, 0.00, 0.03], [-0.01, -0.01, 0.01], [-0.01, 0.01, -0.01]], "mulliken_charge": [0.160, -1.438, 0.931, -0.956, -0.540, -0.139, -0.438, -0.832, 1.843, -0.937, -0.066, -0.437, -0.842, 0.939, -0.545, -0.547, 0.340, 0.356, 0.333, 0.319, 0.402, 0.515, 0.404, 0.355, 0.341, -0.721, 1.646, -1.468, -0.007, -1.254, -0.112, 0.738, -0.317, -0.359, 1.027, -0.681, -0.652, 0.303, 0.238, -0.650, 0.419, 0.447, 0.090, 0.461, 0.403, 0.445, 0.269, 0.211, 0.296, 0.202, 0.164, -0.821, -0.345, 0.198, 0.031, -0.802, 0.179, -0.791, 0.260, 0.261, 0.419, 0.276, 0.347, 0.326, 0.290, 0.253, 0.256]}